(1)
CH2NO4S | ωB97M-V with the def2-TZVPD basis set

Geometry (Å):
C  0.2695  -0.2274  0.0172
N  0.7592  0.3774  -1.1472
O  -2.2034  0.5319  1.0710
O  0.8794  -0.2888  -2.2120
O  1.1250  1.5668  -1.0168
O  -0.2037  0.0290  2.4332
S  -0.7791  0.7920  1.3459
H  0.8089  -0.8560  0.6209
H  -0.6558  -1.9248  -1.1123

Computed properties:
E_HOMO (alpha / beta) = -0.1568 / -0.1547 Eh
Total charge = -1
Relative energy (zero: lowest compared OMol25 entry of this formula, charge and spin) = 788.7 kJ/mol
Electronic energy = -21578.5180 eV



(2)
CH2NO4S | ωB97M-V with the def2-TZVPD basis set

Geometry (Å):
C  -0.0216  -0.6069  -0.7265
N  -0.7344  -1.3782  0.0895
O  -3.0716  0.1612  -1.2861
O  -0.5181  -2.6228  0.3075
O  -1.6555  -0.7916  0.8720
O  -3.1364  1.1972  0.9155
S  -3.3224  -0.0258  0.1638
H  0.7802  -1.0874  -1.2234
H  -0.4303  0.4125  -0.8523

Computed properties:
E_HOMO = -0.1663 Eh
Total charge = -1
Relative energy (zero: lowest compared OMol25 entry of this formula, charge and spin) = 362.8 kJ/mol
Electronic energy = -21582.9321 eV



(3)
CH2NO4S | ωB97M-V with the def2-TZVPD basis set

Geometry (Å):
C  0.2279  0.4910  -0.3315
N  1.0145  0.1505  1.1916
O  0.4858  0.7175  2.1164
O  -1.1440  -1.9507  -0.4301
O  1.8997  -0.6540  1.2159
O  -1.8466  -0.0092  -1.7909
S  -1.5072  -0.5282  -0.4791
H  0.0566  1.5088  -0.1991
H  0.8134  0.2744  -1.2932

Computed properties:
E_HOMO = -0.1370 Eh
Total charge = -1
Relative energy (zero: lowest compared OMol25 entry of this formula, charge and spin) = 416.2 kJ/mol
Electronic energy = -21582.3777 eV



(4)
CH2NO5P | ωB97M-V with the def2-TZVPD basis set

Geometry (Å):
O  2.2694  -0.7122  -0.5869
O  -0.1206  2.6322  0.6971
O  0.4215  1.8895  3.0569
O  -0.8805  0.6131  1.6499
O  1.6750  0.7820  0.9743
C  1.4736  0.0203  -0.0631
N  0.3133  -0.3140  -0.6530
P  0.2960  1.5250  1.5920
H  0.3676  -1.2208  -1.1887
H  -0.5236  0.0767  -0.1868

Computed properties:
E_HOMO = 0.0410 Eh
Total charge = -2
SMILES string = NC(=O)OP(=O)([O-])[O-]
Relative energy (zero: lowest compared OMol25 entry of this formula, charge and spin) = 0.0 kJ/mol
Electronic energy = -22087.2207 eV



(5)
CH2NOP | ωB97M-V with the def2-TZVPD basis set

Geometry (Å):
C  -0.0116  -1.8364  -0.5949
N  -1.1156  0.1077  0.0224
O  -0.5399  -2.8090  -0.1895
P  -0.1466  1.1081  -0.6168
H  0.7789  -1.3872  -1.2590
H  -0.9110  2.5837  -0.2622

Computed properties:
E_HOMO = -0.3053 Eh
Relative energy (zero: lowest compared OMol25 entry of this formula, charge and spin) = 437.3 kJ/mol
Electronic energy = -13890.8390 eV



(6)
CH2NOP | ωB97M-V with the def2-TZVPD basis set

Geometry (Å):
C  -2.9240  -0.0811  -0.0933
N  -3.7298  -0.6028  0.5030
O  -1.8701  0.6175  -0.8103
P  -0.4404  0.4493  -0.0901
H  -1.0268  -0.2458  0.9921
H  -0.0670  -0.7804  -0.7424

Computed properties:
E_HOMO = -0.3861 Eh
SMILES string = N#COP
Relative energy (zero: lowest compared OMol25 entry of this formula, charge and spin) = 185.3 kJ/mol
Electronic energy = -13893.4515 eV



(7)
CH2NOS2 | ωB97M-V with the def2-TZVPD basis set

Geometry (Å):
C  1.7422  0.5304  -0.0807
N  -1.4160  -0.5500  0.4625
O  1.6507  -0.4523  0.5068
S  2.3137  1.7044  -0.9219
S  -1.0613  -1.2498  -1.1242
H  -2.4552  -0.2233  0.5624
H  -0.7740  0.2405  0.5951

Computed properties:
E_HOMO = -0.0561 Eh
Total charge = -1
Relative energy (zero: lowest compared OMol25 entry of this formula, charge and spin) = 139.6 kJ/mol
Electronic energy = -26277.5848 eV



(8)
CH2NP3 | ωB97M-V with the def2-TZVPD basis set

Geometry (Å):
C  -1.0656  1.4207  -0.0477
N  -0.2064  -1.2132  -0.0648
P  2.2806  0.8008  -0.0394
P  -1.4371  -0.1694  -0.0577
P  1.3903  -0.9640  -0.0203
H  -1.6763  2.2977  -0.0007
H  1.7007  -2.3163  -0.0060

Computed properties:
E_HOMO (alpha / beta) = -0.3113 / -0.3146 Eh
SMILES string = C#P=N[PH]#P
Relative energy (zero: lowest compared OMol25 entry of this formula, charge and spin) = 393.8 kJ/mol
Electronic energy = -30420.3624 eV



(9)
CH2O2 | ωB97M-V with the def2-TZVPD basis set

Geometry (Å):
O  -1.2394  0.2165  0.9276
C  -0.4397  -0.0441  0.0900
O  0.8812  0.2084  0.3158
H  -0.7274  -0.2460  -1.0063
H  1.5252  -0.1348  -0.3271

Computed properties:
E_HOMO = -0.4031 Eh
SMILES string = O=CO
Relative energy (zero: lowest compared OMol25 entry of this formula, charge and spin) = 31.6 kJ/mol
Electronic energy = -5164.0871 eV



(10)
CH2O2S | ωB97M-V with the def2-TZVPD basis set

Geometry (Å):
C  -0.0473  -0.1465  0.1654
O  0.8448  0.4466  -0.6675
O  0.6402  0.9065  -1.9595
S  0.1291  -0.8576  2.0194
H  -0.8837  0.6234  0.5775
H  -0.6830  -0.9723  -0.1353

Computed properties:
E_HOMO (alpha / beta) = -0.3304 / -0.3256 Eh
Relative energy (zero: lowest compared OMol25 entry of this formula, charge and spin) = 909.7 kJ/mol
Electronic energy = -15990.5068 eV